# 1
# C4H8O2

2 unconnected molecules or ions with the total composition C4H8O2 (ωB97M-V/def2-TZVPD, OMol25).

Each line ends with the Löwdin charge.
Positions of all 14 atoms, in Å:
O  -1.58901  1.67689  -0.04302  -0.03
O  2.00865  0.86937  0.13007  -0.16
C  -1.91144  0.32776  0.06332  -0.16
C  0.48426  -0.86495  0.33141  0.08
C  -0.60067  0.74681  -0.51951  -0.19
C  1.77912  -0.37896  -0.16960  -0.53
H  2.25677  -1.16328  0.53334  0.17
H  0.03755  -1.79693  -0.02506  0.11
H  -1.97647  -0.06881  1.07712  0.11
H  0.44350  1.07455  -0.07713  0.12
H  2.01138  -0.74919  -1.19096  0.13
H  -0.54475  0.67680  -1.60913  0.14
H  0.27931  -0.60381  1.36714  0.11
H  -2.66853  -0.04085  -0.62998  0.12

Computed properties:
HOMO level (alpha / beta) = -9.11 / -9.11 eV
LUMO level (alpha / beta) = -0.42 / -0.42 eV
relative energy (zero: lowest compared OMol25 entry of this formula, charge and spin) = 155.3 kcal per mole
calculated total energy = -8366.5484 eV
HOMO-LUMO gap (alpha / beta) = 0.3193 / 0.3193 Eh

# 2
# C4H8O2

2 unconnected molecules or ions with the total composition C4H8O2 in a non-equilibrium geometry (ωB97M-V/def2-TZVPD, OMol25).

Each line ends with the Löwdin charge.
Positions of all 14 atoms, in Å:
O  0.22894  1.60384  -0.04905  -0.02
O  -1.74056  -0.19967  -0.78765  -0.04
C  2.38825  0.82677  -0.58181  0.02
C  -1.94660  -1.06129  0.27010  -0.29
C  1.58346  1.72114  -0.00520  -0.27
C  -1.64275  -2.35264  0.38212  0.01
H  2.02349  2.30286  0.80593  0.11
H  2.10950  -0.11050  -1.04312  0.06
H  -0.85020  0.10864  -0.56679  0.05
H  -2.04433  -2.83668  1.26584  0.05
H  -0.21124  2.43330  0.10970  0.11
H  -2.34582  -0.60106  1.17913  0.10
H  3.43082  1.09511  -0.72779  0.05
H  -0.98296  -2.92982  -0.25140  0.05

Computed properties:
HOMO level = -9.42 eV
LUMO level = 0.68 eV
relative energy (zero: lowest compared OMol25 entry of this formula, charge and spin) = 74.1 kcal per mole
SMILES = C=CO.C=CO
calculated total energy = -8370.0665 eV
HOMO-LUMO gap = 0.3711 Eh

# 3
# C4H8O2

A molecular structure, C4H8O2 (ωB97M-V/def2-TZVPD, OMol25).

Each line ends with the Löwdin charge.
Positions of all 14 atoms, in Å:
O  2.28859  -0.37922  0.82318  -0.06
O  -1.09763  -0.23706  -0.53631  -0.18
C  -2.34239  0.32745  -0.21367  -0.12
C  -0.12221  0.03308  0.43585  -0.21
C  2.13218  0.20708  -0.84268  0.10
C  1.16375  -0.58571  -0.05307  -0.40
H  0.02388  1.11752  0.57086  0.13
H  -2.72344  -0.05835  0.74520  0.09
H  -3.03902  0.05509  -1.00962  0.09
H  -0.40236  -0.40162  1.41128  0.14
H  2.79201  -0.47033  -1.40413  0.05
H  -2.28088  1.42474  -0.14853  0.09
H  1.07199  -1.65313  -0.25738  0.15
H  2.53552  0.62045  0.47902  0.11

Computed properties:
HOMO level = -9.33 eV
LUMO level = 0.74 eV
relative energy (zero: lowest compared OMol25 entry of this formula, charge and spin) = 131.3 kcal per mole
calculated total energy = -8367.5884 eV
HOMO-LUMO gap = 0.3698 Eh

# 4
# C4H8O2

A molecular structure, C4H8O2 (ωB97M-V/def2-TZVPD, OMol25).

Each line ends with the Löwdin charge.
Positions of all 14 atoms, in Å:
O  -0.78187  -1.95721  -0.84690  -0.06
O  0.49741  0.46970  -1.18781  -0.08
C  -0.45143  0.74311  -0.14609  -0.35
C  0.44014  1.79018  -0.66332  -0.11
C  -0.13764  -2.03928  0.32328  -0.10
C  -0.20671  0.03519  1.14085  -0.07
H  -0.88826  0.37513  1.93023  0.09
H  -0.60054  -1.32076  1.20752  0.04
H  -0.24107  -1.49499  -1.51243  0.09
H  -1.48734  0.74964  -0.49524  0.15
H  0.82941  0.11064  1.47920  0.09
H  0.05865  2.54686  -1.35052  0.11
H  0.94960  -1.87084  0.22533  0.07
H  1.30124  2.09165  -0.06475  0.12

Computed properties:
HOMO level = -7.90 eV
LUMO level = 0.95 eV
relative energy (zero: lowest compared OMol25 entry of this formula, charge and spin) = 134.9 kcal per mole
calculated total energy = -8367.4299 eV
HOMO-LUMO gap = 0.3252 Eh

# 5
# C4H8O2

A molecular structure, C4H8O2 in a non-equilibrium geometry (ωB97M-V/def2-TZVPD, OMol25).

Each line ends with the Löwdin charge.
Positions of all 14 atoms, in Å:
O  2.32099  -0.42495  0.24022  -0.03
O  -1.19064  -0.65066  -0.29160  -0.23
C  -0.12753  -0.18552  0.48070  -0.30
C  0.47922  1.13194  -0.04217  -0.06
C  1.15133  -0.13585  -0.44479  -0.33
C  -2.46614  0.06510  0.09120  -0.08
H  1.08717  -0.50647  -1.50307  0.16
H  -2.56775  1.01978  -0.75941  0.13
H  1.08527  1.89268  0.48441  0.12
H  -0.07831  -0.42317  1.49560  0.12
H  3.01946  0.11361  -0.19846  0.11
H  -3.30844  -0.73111  -0.11436  0.09
H  -2.25213  0.49282  1.35133  0.17
H  -0.24931  1.49265  -0.85466  0.12

Computed properties:
HOMO level = -9.46 eV
LUMO level = 0.95 eV
relative energy (zero: lowest compared OMol25 entry of this formula, charge and spin) = 102.6 kcal per mole
calculated total energy = -8368.8305 eV
HOMO-LUMO gap = 0.3823 Eh

# 6
# C4H8O2

C4H8O2 in the gas phase in a non-equilibrium geometry (ωB97M-V/def2-TZVPD, OMol25).

Each line ends with the Löwdin charge.
Positions of all 14 atoms, in Å:
O  -2.45836  0.88950  -0.12496  -0.04
O  -0.09017  0.04598  1.51035  0.01
C  -1.29993  0.34970  -0.71439  -0.23
C  -0.55070  -0.45233  0.28220  -0.28
C  1.78503  0.86907  0.08285  -0.05
C  0.95536  -0.25614  0.62016  -0.29
H  -0.65568  1.11309  -1.17475  0.12
H  1.21276  1.80226  0.02699  0.08
H  -1.62538  -0.32931  -1.51522  0.13
H  -0.95152  -1.47042  0.44148  0.16
H  2.12709  0.57590  -0.91257  0.08
H  0.92493  -1.21555  0.11369  0.13
H  -2.14234  1.34903  0.66450  0.09
H  2.68866  1.06352  0.67808  0.08

Computed properties:
HOMO level = -8.97 eV
LUMO level = 1.02 eV
relative energy (zero: lowest compared OMol25 entry of this formula, charge and spin) = 92.0 kcal per mole
SMILES = C[C@H]1O[C@H]1CO
calculated total energy = -8369.2910 eV
HOMO-LUMO gap = 0.3671 Eh

# 7
# C4H8O2

A molecular structure, C4H8O2 in a non-equilibrium geometry (ωB97M-V/def2-TZVPD, OMol25).

Each line ends with the Löwdin charge.
Positions of all 14 atoms, in Å:
O  1.11597  0.84082  1.56094  -0.07
O  -0.03827  -1.36227  0.08044  -0.13
C  0.21770  -1.08198  -1.30341  -0.20
C  -0.67263  -0.01204  0.18318  -0.26
C  0.04434  0.41680  -1.10156  -0.09
C  -0.29017  0.75651  1.45045  -0.20
H  -0.53998  -1.47983  -1.99936  0.12
H  -0.72679  0.24878  2.31764  0.12
H  -1.64242  -0.48572  0.10450  0.15
H  -0.64700  1.79854  1.46546  0.13
H  0.99623  0.89025  -0.83662  0.11
H  1.20117  -1.46384  -1.55487  0.11
H  1.43790  -0.07061  1.50717  0.09
H  -0.45607  1.00460  -1.87398  0.11

Computed properties:
HOMO level = -9.79 eV
LUMO level = 1.06 eV
relative energy (zero: lowest compared OMol25 entry of this formula, charge and spin) = 56.6 kcal per mole
calculated total energy = -8370.8295 eV
HOMO-LUMO gap = 0.3985 Eh

# 8
# C4H8O2

2 unconnected molecules or ions with the total composition C4H8O2 in a non-equilibrium geometry (ωB97M-V/def2-TZVPD, OMol25).

Each line ends with the Löwdin charge.
Positions of all 14 atoms, in Å:
O  -1.59307  -0.56386  -1.33148  0.00
O  1.67518  -0.62936  1.15348  -0.11
C  1.60965  0.24096  0.04446  -0.17
C  -0.52226  -0.75009  -0.80957  -0.30
C  0.26215  -0.68096  1.32204  -0.10
C  0.10688  0.27365  -0.02387  -0.16
H  -0.07221  -1.72390  1.42094  0.13
H  -0.08287  -0.09400  2.17558  0.12
H  2.16121  -0.18222  -0.79883  0.13
H  -2.51915  1.30578  -1.22407  0.02
H  -0.01322  -1.69004  -1.07464  0.15
H  -2.63998  2.06215  -1.20745  0.04
H  -0.41854  1.21997  0.07193  0.13
H  2.04624  1.21192  0.28149  0.12

Computed properties:
HOMO level = -9.71 eV
LUMO level = 0.97 eV
relative energy (zero: lowest compared OMol25 entry of this formula, charge and spin) = 89.8 kcal per mole
SMILES = O=CC1COC1.[H][H]
calculated total energy = -8369.3888 eV
HOMO-LUMO gap = 0.3923 Eh

- Look up the calculated total energy of the third one.
  -8367.5884 eV